{"formula": "C28H46BF6IrN9O4S6", "method": "ωB97M-V/def2-TZVPD", "spin_multiplicity": 5, "orbital_gap_ev": [8.0, 5.9], "total_charge": 1, "homo_ev": [-9.94, -10.84], "species": ["Ir", "S", "S", "S", "S", "S", "S", "F", "F", "F", "F", "F", "F", "O", "O", "O", "O", "N", "N", "N", "N", "N", "N", "N", "N", "N", "C", "C", "C", "C", "C", "C", "C", "C", "C", "C", "C", "C", "C", "C", "C", "C", "C", "C", "C", "C", "C", "C", "C", "C", "C", "C", "C", "C", "B", "H", "H", "H", "H", "H", "H", "H", "H", "H", "H", "H", "H", "H", "H", "H", "H", "H", "H", "H", "H", "H", "H", "H", "H", "H", "H", "H", "H", "H", "H", "H", "H", "H", "H", "H", "H", "H", "H", "H", "H", "H", "H", "H", "H", "H", "H"], "xyz": [[-0.176, 0.358, 0.137], [0.143, 0.232, -2.267], [-2.491, 0.767, 0.290], [0.598, 1.824, 1.932], [0.177, -1.900, 0.279], [3.663, 1.473, -0.334], [2.326, 3.937, -0.385], [1.847, 5.775, -2.091], [4.182, 1.612, -2.913], [2.513, 3.954, -3.051], [5.231, 0.016, -1.877], [5.889, 2.051, -1.672], [3.953, 5.146, -2.075], [1.034, 3.384, -0.690], [2.344, 4.922, 0.665], [2.538, 0.663, -0.725], [4.399, 0.998, 0.812], [0.966, -3.552, -1.800], [-2.452, -0.743, -2.688], [-1.996, 1.131, -3.742], [0.666, 1.933, 4.569], [-2.959, -1.924, -0.396], [-1.092, -2.790, -2.055], [-3.441, -1.446, 1.721], [3.584, 3.012, -0.315], [1.783, 0.139, 3.718], [3.025, -4.722, -2.202], [2.686, -3.904, 0.097], [2.687, 4.734, -1.990], [0.469, -4.045, -2.985], [-3.720, -2.809, 1.482], [-2.991, -0.962, 0.555], [-0.019, 3.189, 4.396], [4.816, 1.263, -1.797], [1.042, 1.226, 3.495], [2.442, -3.594, -1.388], [-1.353, 3.296, -2.725], [-1.480, 0.192, -2.931], [-2.121, -1.156, 3.732], [-2.330, 3.221, -5.010], [2.673, 0.035, 4.878], [0.025, 2.337, -4.678], [0.307, 1.276, 5.843], [-3.432, -0.770, 3.047], [-3.514, 0.760, 3.122], [-3.303, 0.821, -4.023], [-1.357, 2.480, -4.051], [-3.573, -0.339, -3.382], [0.005, -2.742, -1.262], [3.051, -2.304, -1.769], [2.122, -0.849, 2.698], [-3.408, -3.094, 0.207], [-0.779, -3.602, -3.144], [-4.611, -1.410, 3.786], [-2.452, -2.024, -1.882], [-0.071, 1.869, -5.661], [-3.276, -2.736, -2.402], [-0.604, 2.883, -2.055], [-4.336, 1.096, 2.524], [3.573, -4.491, 0.168], [2.587, -1.687, 3.204], [4.053, -4.796, -1.903], [2.562, 0.938, 5.430], [0.427, 3.340, -4.723], [-2.346, 3.259, -2.226], [0.422, 0.197, 5.701], [2.432, -0.858, 5.479], [1.247, -1.195, 2.194], [1.005, 1.667, 6.567], [-4.497, -2.474, 3.976], [3.700, -0.054, 4.462], [3.090, -2.131, -2.884], [-3.733, 1.006, 4.160], [-1.305, -0.742, 3.120], [3.000, -4.529, -3.276], [2.839, -0.423, 1.954], [-3.527, -3.988, -0.373], [-2.484, 2.761, -5.971], [0.091, 3.810, 5.310], [-1.087, 4.320, -2.952], [-4.672, -0.881, 4.751], [-0.692, 1.560, 6.152], [-1.121, 3.020, 4.300], [0.331, 3.752, 3.551], [-3.315, 3.328, -4.531], [-2.070, -0.666, 4.723], [-1.976, -2.234, 3.907], [-5.571, -1.164, 3.262], [-2.580, 1.263, 2.844], [4.117, -2.367, -1.439], [-1.496, -3.858, -3.906], [-4.102, -3.456, 2.254], [1.908, -4.572, 0.507], [-4.520, -0.845, -3.328], [2.571, -1.423, -1.314], [-1.959, 4.218, -5.180], [0.737, 1.824, -4.061], [2.576, -5.698, -1.967], [-3.897, 1.402, -4.648], [2.757, -3.067, 0.756], [1.074, -4.653, -3.623]], "forces_ev_per_a": [[-0.101, 0.597, -0.109], [-0.156, -0.145, -0.145], [-0.332, -1.779, -0.298], [0.089, -0.202, -0.560], [0.211, -0.957, -0.380], [2.264, -0.728, 0.138], [-0.269, 1.310, 0.193], [0.227, 0.017, -0.189], [-0.139, -0.218, -0.193], [-0.584, -0.592, 0.051], [0.001, -0.705, -0.181], [-0.178, -0.119, 0.076], [-0.090, 0.417, 0.378], [-0.211, -1.112, 0.219], [0.337, -0.486, -0.741], [-1.030, 0.213, -0.057], [-0.287, -0.085, -0.238], [-0.354, 1.224, 0.961], [0.457, 1.343, -0.585], [0.744, 0.528, 0.097], [-0.811, 0.175, 0.089], [0.185, 0.134, 0.719], [0.703, 0.076, 0.670], [0.192, -0.334, -1.640], [-0.810, -0.144, 0.229], [0.150, -0.401, -0.215], [0.198, -0.598, -0.066], [-1.509, -1.004, -0.100], [0.537, 1.082, -0.149], [0.902, -0.216, 0.190], [0.103, 0.201, 0.957], [0.675, 1.524, -0.860], [-1.307, 0.802, 0.985], [0.055, 1.055, 0.752], [0.152, -0.886, 0.035], [-1.222, -0.833, -0.154], [-0.174, -1.004, -0.225], [-0.289, -0.238, 0.604], [0.505, 0.184, 0.410], [-0.126, -0.253, 0.850], [0.402, -0.486, -0.735], [-0.687, 0.257, 0.000], [0.897, -0.008, -0.680], [0.135, -1.263, 1.121], [0.044, -0.493, -0.172], [0.762, -1.270, 0.949], [-1.127, 0.496, 0.170], [-0.297, 0.382, 0.040], [-0.250, -0.534, -0.337], [1.509, 1.378, -1.066], [0.756, 0.826, -0.464], [-0.062, 0.896, -0.111], [-1.130, 0.479, 0.463], [-0.844, 1.544, 0.458], [-0.335, -0.859, -0.337], [0.269, 0.174, 0.052], [0.071, -0.019, -0.005], [-0.035, 0.169, 0.103], [-0.385, 0.557, -0.394], [0.866, -0.172, 0.044], [0.033, -0.113, 0.029], [0.658, -0.070, -0.083], [0.442, 0.361, 0.621], [0.055, 0.341, -0.539], [0.517, 0.082, -0.419], [-0.282, 0.299, 0.420], [0.142, 0.419, -0.135], [-0.402, -0.109, -0.075], [0.047, -0.268, 0.659], [-0.077, 0.078, -0.068], [-0.507, 0.075, 0.486], [-0.218, -0.288, 1.046], [-0.027, -0.075, 0.052], [0.040, -0.294, 0.207], [0.069, -0.062, 0.142], [-0.461, -0.273, 0.470], [0.019, -0.197, 0.065], [0.156, -0.413, -0.388], [0.207, -0.440, -0.508], [0.033, 0.248, 0.039], [-0.058, -0.475, -0.161], [-0.269, -0.056, -0.216], [0.688, 0.088, -0.171], [0.213, 0.146, -0.254], [0.348, 0.136, -0.114], [-0.078, -0.179, -0.434], [-0.122, 0.303, -0.332], [0.739, -0.506, 0.332], [-0.356, -0.203, -0.007], [-0.718, 0.384, -0.162], [-0.025, 0.225, 0.037], [0.040, 0.101, -0.160], [0.053, 0.274, -0.225], [0.126, -0.300, -0.014], [0.301, -0.478, -0.029], [0.264, 0.322, -0.032], [0.110, -0.483, 0.199], [-0.071, 0.292, -0.136], [-0.809, 0.662, -0.766], [0.063, 0.732, 0.115], [-0.149, -0.187, -0.112]]}

{"formula": "CHO2S2", "method": "ωB97M-V/def2-TZVPD", "orbital_gap_ev": [6.8, 6.8], "e_above_lowest_kcal_mol": 102.3, "total_charge": -1, "homo_ev": [-3.18, -3.18], "species": ["S", "S", "O", "O", "C", "H"], "xyz": [[1.759, 1.764, -0.541], [1.088, 0.650, 2.409], [2.328, 0.169, -0.058], [0.983, 1.751, -1.767], [1.317, 0.568, 0.722], [-0.166, 0.456, -0.208]], "forces_ev_per_a": [[1.524, 0.212, 0.578], [0.524, -0.285, -0.450], [0.747, -0.113, -0.519], [-0.489, -0.081, -0.603], [-4.596, 0.711, -0.738], [2.290, -0.444, 1.732]]}

{"formula": "C5H10N2O2", "method": "ωB97M-V/def2-TZVPD", "orbital_gap_ev": [7.4, 6.5], "e_above_lowest_kcal_mol": 98.8, "total_charge": 0, "homo_ev": [-6.66, -6.26], "species": ["O", "O", "N", "N", "C", "C", "C", "C", "C", "H", "H", "H", "H", "H", "H", "H", "H", "H", "H"], "xyz": [[2.674, -0.763, -0.488], [0.861, -0.277, -1.917], [-1.968, 0.183, -0.450], [-0.028, -0.446, 2.014], [0.114, -0.431, 0.619], [0.428, -1.773, -0.065], [-0.686, 0.481, -0.100], [1.474, -0.896, -0.683], [-0.336, 1.940, -0.019], [0.875, -2.507, 0.605], [-2.397, 0.782, -1.145], [-0.802, 2.388, 0.863], [-2.193, -0.805, -0.475], [-0.326, -2.156, -0.754], [-0.689, 2.474, -0.906], [0.164, 0.463, 2.439], [0.522, -1.049, 2.619], [1.569, 0.318, -2.222], [0.744, 2.073, 0.067]], "forces_ev_per_a": [[-1.381, -0.146, 0.094], [1.576, -0.714, 1.387], [0.636, -0.283, -0.967], [0.768, 1.341, 2.002], [-1.174, -1.997, -0.778], [0.256, 1.091, 0.376], [0.062, 1.273, 1.801], [0.406, 0.257, -2.587], [-0.187, -0.167, 0.186], [-0.235, 0.036, -0.118], [-0.110, -0.379, -0.106], [-0.133, 0.215, -0.003], [-0.198, 0.331, -0.118], [0.228, -0.168, 0.008], [0.002, 0.042, 0.066], [-0.443, 0.099, -0.262], [0.341, -0.489, -0.928], [-0.273, -0.276, 0.043], [-0.143, -0.066, -0.097]]}

{"formula": "C21H26BrCl40O3PSi2", "method": "ωB97M-V/def2-TZVPD", "orbital_gap_ev": 8.0, "total_charge": 0, "homo_ev": -8.09, "species": ["Br", "Cl", "Cl", "Cl", "Cl", "Cl", "Cl", "Cl", "Cl", "Cl", "Cl", "Cl", "Cl", "Cl", "Cl", "Cl", "Cl", "Cl", "Cl", "Cl", "Cl", "Cl", "Cl", "Cl", "Cl", "Cl", "Cl", "Cl", "Cl", "Cl", "Cl", "Cl", "Cl", "Cl", "Cl", "Cl", "Cl", "Cl", "Cl", "Cl", "Cl", "P", "Si", "Si", "O", "O", "O", "C", "C", "C", "C", "C", "C", "C", "C", "C", "C", "C", "C", "C", "C", "C", "C", "C", "C", "C", "C", "C", "H", "H", "H", "H", "H", "H", "H", "H", "H", "H", "H", "H", "H", "H", "H", "H", "H", "H", "H", "H", "H", "H", "H", "H", "H", "H"], "xyz": [[-3.272, 2.087, -1.104], [-1.597, -4.376, -8.289], [1.871, -4.273, -6.575], [3.301, -1.490, 4.951], [-6.741, -4.418, -2.930], [-7.072, -1.725, -1.881], [-2.385, -7.746, -1.849], [0.485, -1.856, 4.317], [-1.354, -2.616, -10.644], [2.970, 6.202, 8.148], [-2.196, -2.902, -13.414], [5.388, 0.017, 3.615], [3.068, 2.134, 1.262], [1.094, 2.054, 3.398], [0.957, 7.524, 6.516], [-1.745, -10.372, -0.771], [0.252, 1.767, 0.628], [-4.990, -3.456, -0.815], [-0.706, -5.039, -12.118], [-0.225, -8.041, 0.078], [0.620, -2.536, -12.780], [3.660, 7.181, 5.497], [-0.486, -2.271, -6.616], [3.454, -2.707, -4.703], [1.974, -3.993, 5.614], [0.085, -9.074, -2.624], [1.327, -1.570, 7.087], [1.742, -0.370, 1.924], [7.727, 2.868, 2.392], [-7.786, -4.021, -0.244], [4.231, -2.846, -7.503], [5.503, 3.246, 0.555], [7.404, 5.403, 1.002], [-3.123, -1.947, -7.802], [4.522, -5.183, -5.795], [8.221, 0.321, 4.205], [6.347, -0.289, 6.345], [-2.720, -3.868, -5.654], [6.980, -2.307, 4.347], [8.216, 3.029, -0.471], [1.911, 4.874, 5.786], [-1.501, -2.785, -0.015], [-3.525, 1.270, 1.043], [-2.949, -1.456, 0.964], [0.697, 6.413, 0.097], [-0.623, 7.444, 1.960], [-2.277, 0.101, 1.490], [-1.568, -4.584, 0.729], [-6.647, -3.405, -1.468], [2.375, 6.445, 6.487], [-1.068, -8.808, -1.292], [1.772, -2.227, 5.492], [0.227, 7.516, 0.743], [-1.002, 5.386, 3.549], [-0.308, -4.674, 1.774], [7.212, 3.636, 0.869], [-1.872, -3.049, -1.873], [-0.017, 6.590, 2.993], [-0.909, -3.273, -12.239], [0.645, 8.959, 0.007], [3.520, -3.752, -6.144], [-1.981, -3.116, -7.090], [1.539, 1.396, 1.803], [-2.430, 3.207, 3.076], [-1.723, 4.520, 2.319], [6.734, -0.564, 4.628], [-3.787, 2.692, 2.314], [-0.472, -2.674, -2.684], [0.186, 7.295, 3.934], [1.557, 8.739, -0.729], [-4.091, -1.327, 0.057], [-0.265, -3.640, 2.354], [-0.379, 4.576, 4.160], [0.424, -3.279, -2.211], [-1.879, 5.757, 4.233], [-2.626, -4.682, 1.228], [-1.437, -5.326, -0.196], [-2.784, 3.633, 4.133], [-2.494, 5.184, 1.739], [-4.795, 0.500, 1.015], [-2.801, -2.469, -2.284], [-4.335, 3.570, 1.726], [-0.393, -5.537, 2.571], [-3.464, -2.137, 2.173], [0.937, 9.795, 0.773], [1.036, 6.133, 2.669], [-0.833, 4.145, 1.626], [-0.251, 9.284, -0.676], [0.671, -4.806, 1.135], [-1.617, 2.378, 3.248], [-4.557, 2.280, 3.128], [-0.215, -1.525, -2.496], [-2.060, -4.205, -2.104], [-0.510, -2.957, -3.824]], "forces_ev_per_a": [[0.121, -0.468, 1.092], [-0.143, -0.158, 1.008], [0.779, -0.090, 0.119], [-0.879, -0.403, 0.283], [0.039, 0.239, 0.329], [0.147, -0.406, 0.113], [0.285, -0.217, 0.126], [0.156, -0.235, 0.700], [0.195, 0.238, -1.166], [-0.159, 0.064, -0.423], [0.306, -0.111, 0.269], [0.698, 0.157, -0.021], [-0.865, -0.462, 0.477], [0.188, -0.160, -0.243], [0.336, -0.233, 0.106], [0.162, 0.402, -0.130], [0.460, -0.067, 0.269], [-0.620, -0.415, -0.321], [-0.049, 0.378, 0.001], [-0.196, -0.176, -0.320], [-0.353, -0.198, 0.116], [-0.340, -0.191, 0.225], [-0.776, 0.046, -0.194], [-0.019, -0.247, -0.345], [-0.059, 0.366, -0.033], [-0.293, 0.081, 0.332], [0.088, -0.141, -0.353], [0.092, 0.756, -0.394], [-0.235, 0.292, -0.534], [0.272, 0.147, -0.294], [-0.185, -0.216, 0.326], [1.027, 0.396, -0.135], [-0.060, -0.404, -0.046], [0.229, -0.263, 0.165], [-0.206, 0.337, -0.070], [-0.278, -0.394, 0.240], [0.125, -0.044, -0.421], [0.140, 0.187, -0.302], [-0.068, 0.448, 0.063], [-0.252, 0.143, 0.329], [0.198, 0.377, 0.180], [1.137, -1.467, -0.977], [0.814, -0.132, 1.000], [0.399, 0.688, 0.903], [-3.209, 6.748, 4.801], [3.175, -0.206, -2.693], [-3.076, -0.198, -1.845], [-0.168, 0.007, 0.067], [-0.054, -0.026, 0.036], [0.052, -0.021, 0.022], [0.044, -0.048, -0.005], [0.020, -0.042, 0.042], [2.112, -4.767, -3.260], [-0.476, -0.788, -1.178], [-0.294, 0.367, -0.030], [0.102, 0.058, 0.021], [0.427, -0.741, -1.746], [0.756, -0.956, 2.435], [-0.006, 0.197, 0.037], [-0.277, -0.655, 0.046], [-0.006, -0.085, -0.010], [0.037, -0.011, 0.060], [-0.179, -0.140, -0.355], [-0.411, 1.632, 0.191], [1.098, -0.543, 1.052], [0.021, -0.020, 0.041], [-0.034, 0.418, 0.605], [0.210, 0.221, 0.536], [-0.385, -1.401, -2.224], [-2.105, 0.219, 1.920], [0.159, 0.658, -0.080], [0.109, -2.320, -1.175], [-1.152, 2.054, -1.247], [-1.862, 1.134, -0.849], [1.855, -0.362, -1.207], [2.180, -0.336, -0.817], [-0.448, 1.606, 2.208], [0.832, -1.115, -2.152], [1.526, -1.384, 1.074], [0.148, 0.276, -0.120], [1.891, -0.919, 0.767], [1.217, -1.729, 1.365], [0.083, 1.621, -1.702], [0.117, 0.058, 0.123], [-0.784, -1.686, -1.425], [-2.504, 0.973, 0.380], [-2.165, 0.936, 1.187], [1.620, -0.514, 1.547], [-1.867, 0.340, 1.403], [-1.824, 1.520, -0.408], [1.621, 0.767, -1.817], [-0.591, -2.470, -0.677], [0.194, 2.440, 0.748], [-0.090, 0.785, 2.258]]}